Below is a 2-piece molecular cluster, H6NPSi overall, with properties calculated with ωB97M-V/def2-TZVPD.

Summary:
Charge: 0
Energy relative to the best compared isomer or geometry (same formula, charge and spin): 2.365 eV
Multiplicity: 1
Gap between HOMO and LUMO: 9.09 eV
E: -18751.1207 eV

XYZ file:
```
9
Properties=species:S:1:pos:R:3:forces:R:3:lowdin_charge:R:1
P 0.870 0.836 -0.125 1.00 1.66 0.61 0.41
Si -1.281 0.518 -0.288 -0.50 -2.31 2.88 0.34
N 1.457 -0.698 -0.182 0.95 -1.63 -0.13 -0.41
H 1.075 -1.454 0.376 -0.11 0.16 -0.23 -0.01
H -1.711 1.684 0.606 -0.29 -0.79 -0.35 -0.12
H -1.222 -1.405 0.407 -0.38 2.83 -0.69 -0.03
H 2.184 -1.002 -0.830 -0.41 0.51 0.50 0.03
H 0.894 1.223 1.365 -0.41 -0.66 -1.82 -0.06
H -2.267 0.297 -1.329 0.15 0.24 -0.77 -0.16
```
Positions in Å, forces in eV/Å.